Molecular formula: C2H6ClN3S
Method: DFT, ωB97M-V with the def2-TZVPD basis set

ORCA input file:
```
! wB97M-V def2-TZVPD RIJCOSX def2/J DEFGRID3
* xyz 0 1
N 1.73 1.08 -0.46
N 0.40 1.17 -0.40
C -0.30 0.35 0.20
C -1.80 0.35 0.43
Cl -2.91 -0.83 -0.49
N 0.37 -0.69 0.65
S 1.51 -1.74 -0.18
H 2.22 1.64 -1.14
H 2.14 0.05 -0.07
H -2.33 1.35 0.12
H -1.97 0.24 1.44
H -0.05 -1.12 1.42
H 0.99 -1.84 -1.51
*
```

As for the SMILES: N/N=C(/CCl)NS. The strongest force on any atom comes out at 6.2 eV/Å. As for the HOMO energy: -8.28 eV.